# 1
DFT (ωB97M-V with the def2-TZVPD basis set) results for 2 unconnected molecules or ions with the total composition C4H12NO2 in a non-equilibrium geometry.

Geometry as XYZ:
```
19
Properties=species:S:1:pos:R:3:forces:R:3
C 1.389 1.768 -0.936 -0.544 -0.434 0.144
C -1.719 0.096 0.159 0.270 0.462 -0.565
C -0.900 -0.967 -0.491 2.667 0.398 1.730
C 1.531 0.264 -0.734 -1.918 1.811 0.893
N -0.605 -2.051 0.603 0.849 1.907 0.958
O -1.019 0.376 1.353 0.871 0.992 1.899
O 2.134 -0.129 0.341 -0.053 0.836 1.657
H 2.294 2.038 -1.522 -1.097 0.184 -0.526
H 1.427 2.458 -0.094 0.667 -0.817 1.050
H 0.359 2.066 -1.209 0.794 -0.406 -1.414
H -2.736 -0.273 0.397 -0.003 0.714 -0.151
H -1.639 0.995 -0.501 -0.960 -0.731 0.281
H -1.259 -1.479 -1.318 -0.908 -0.603 -1.576
H 1.338 -0.413 -1.530 0.665 -0.478 -0.433
H 0.066 -2.788 0.256 -1.414 0.765 0.527
H -1.532 -2.390 1.023 1.922 0.035 -0.441
H -0.048 -1.430 1.342 -1.721 -1.819 -1.492
H -1.145 1.235 1.832 -0.505 -1.182 -1.167
H 2.065 0.623 1.030 0.419 -1.634 -1.375
```
Forces are in eV/Å.

Computed properties:
Energy above the lowest of the compared OMol25 structures with the same formula, charge and spin   123.3 kcal per mole
E_LUMO (alpha / beta)   -0.142 / -0.142 Ha
Charge   +1

In the natural (NBO) picture, each atom carries the following charge in e: number 1, C, carries -0.755; number 2, C, carries -0.124; number 3, C, carries -0.312; number 4, C, carries 0.399; number 5, N, carries -0.764; number 6, O, carries -0.795; number 7, O, carries -0.603; number 8, H, carries 0.278; number 9, H, carries 0.243; number 10, H, carries 0.269; number 11, H, carries 0.169; number 12, H, carries 0.199; number 13, H, carries 0.190; number 14, H, carries 0.235; number 15, H, carries 0.446; number 16, H, carries 0.430; number 17, H, carries 0.468; number 18, H, carries 0.511; number 19, H, carries 0.516

# 2
DFT (ωB97M-V with the def2-TZVPD basis set) results for a molecular structure, C34H34F4N6O5W in a non-equilibrium geometry.

Geometry as XYZ:
```
84
Properties=species:S:1:pos:R:3:forces:R:3
W -1.258 2.680 0.154 2.942 -0.723 -4.876
C 1.410 5.965 -0.637 0.196 -0.166 0.370
C 0.088 5.316 -0.505 -0.138 -0.561 0.237
O 0.008 4.241 0.244 0.365 0.513 0.090
C -1.043 5.873 -1.125 -1.172 -0.277 -0.128
C -2.321 5.347 -0.974 1.700 0.792 -0.143
C -3.554 6.132 -1.062 -0.560 0.054 -0.196
N -2.419 3.994 -0.637 -0.993 0.320 0.649
N -2.844 3.924 0.730 0.541 0.828 -0.345
C -3.306 2.727 1.138 -3.124 -0.615 1.327
O -2.896 1.698 0.400 -0.373 0.211 0.661
C -4.031 2.621 2.369 -0.105 0.140 -0.416
C -4.030 3.730 3.247 -0.009 -0.033 -0.189
C -4.735 3.667 4.426 0.006 0.081 0.008
C -5.474 2.526 4.741 0.190 -0.008 -0.203
C -5.471 1.426 3.886 -0.045 -0.165 -0.204
C -4.749 1.455 2.711 0.129 0.081 -0.113
H 2.167 5.441 -0.058 -0.029 0.022 -0.036
H 1.392 7.012 -0.321 -0.197 -0.002 0.067
H 1.694 5.998 -1.691 -0.044 -0.075 -0.136
H -0.939 6.854 -1.570 0.022 0.038 0.071
H -3.668 6.571 -2.058 0.047 -0.074 -0.097
H -3.532 6.992 -0.383 0.141 -0.152 0.046
H -4.424 5.515 -0.849 -0.055 0.088 -0.037
H -3.428 4.593 2.994 -0.135 0.063 0.123
H -4.722 4.502 5.109 0.006 0.073 0.029
H -6.047 2.491 5.657 -0.010 0.008 0.036
H -6.051 0.547 4.133 -0.012 0.011 0.010
H -4.767 0.617 2.028 -0.008 -0.075 0.024
C 1.558 -3.309 3.873 -0.207 -0.097 -0.066
C 0.169 -3.382 3.245 0.455 -0.579 0.713
N -0.004 -2.321 2.253 -0.257 0.467 -0.138
C -0.440 -1.144 2.683 -0.200 0.385 -0.065
C -0.634 -0.057 1.847 0.102 0.288 -0.646
C -1.044 1.285 2.359 -1.025 -2.405 2.511
O -1.851 1.499 3.219 1.147 -0.378 -0.229
O -0.409 2.289 1.734 0.914 1.542 0.654
C -0.442 -0.204 0.457 -0.044 -0.307 1.356
O -0.686 0.809 -0.355 -0.125 -0.051 -0.048
C 0.071 -1.445 0.006 -0.156 0.002 -0.060
C 0.336 -1.674 -1.357 0.207 -0.253 -0.027
C 0.935 -2.821 -1.775 -0.237 0.384 0.113
F 1.073 -3.000 -3.088 0.047 -0.179 -0.015
C 1.381 -3.837 -0.868 -0.252 0.574 0.519
C 1.000 -3.645 0.473 0.045 -0.326 -0.072
C 0.345 -2.502 0.928 0.011 0.591 -0.749
N 2.140 -4.879 -1.283 0.054 -0.196 -0.171
C 2.365 -6.102 -0.547 0.143 -0.196 0.216
C 3.842 -6.214 -0.145 -0.746 -0.206 0.739
N 4.721 -5.968 -1.337 0.558 0.033 -0.094
C 3.949 -5.936 -2.608 -0.430 0.125 -0.731
C 2.844 -4.878 -2.565 0.006 0.207 -0.501
H 1.655 -4.094 4.616 0.054 -0.087 0.053
H 1.710 -2.357 4.377 0.012 0.080 0.024
H 2.334 -3.433 3.123 0.141 -0.006 -0.028
H -0.592 -3.262 4.018 -0.038 0.045 -0.208
H -0.004 -4.347 2.769 -0.123 0.152 0.019
H -0.650 -1.037 3.740 0.009 -0.152 0.054
H 0.044 -0.929 -2.079 -0.016 -0.017 -0.165
H 1.261 -4.399 1.194 0.082 -0.078 0.056
H 2.088 -6.944 -1.190 -0.076 0.032 0.195
H 1.741 -6.176 0.340 0.067 0.014 -0.030
H 4.025 -7.214 0.255 0.177 0.108 -0.133
H 4.085 -5.483 0.630 0.096 -0.094 -0.188
H 5.435 -6.704 -1.407 -0.053 0.210 0.081
H 5.230 -5.081 -1.231 -0.083 -0.288 0.014
H 3.547 -6.934 -2.795 0.155 0.088 0.138
H 4.624 -5.696 -3.433 0.002 -0.090 0.161
H 2.160 -5.087 -3.396 0.201 0.012 0.057
H 3.272 -3.886 -2.734 0.023 -0.113 -0.024
F 3.365 0.870 -4.835 0.063 0.250 -0.090
C 2.212 0.303 -4.521 0.108 -0.075 0.217
F 1.580 -0.072 -5.613 -0.227 0.108 -0.208
F 2.503 -0.812 -3.811 -0.054 -0.014 0.144
C 1.373 1.219 -3.634 -0.105 0.055 0.182
C 1.900 1.575 -2.391 -0.281 0.216 -0.088
C 1.104 2.289 -1.517 0.584 0.214 -0.036
N -0.166 2.662 -1.821 0.397 -0.394 0.113
C -0.637 2.362 -3.043 -0.467 0.263 -0.030
C 0.101 1.651 -3.985 0.218 0.025 0.251
H 2.904 1.278 -2.117 -0.048 0.095 0.087
H 1.486 2.583 -0.528 -0.174 -0.233 -0.552
H -1.641 2.718 -3.275 0.137 -0.213 0.081
H -0.320 1.417 -4.953 -0.068 0.067 0.011
```
Forces are in eV/Å.

Computed properties:
Energy above the lowest of the compared OMol25 structures with the same formula, charge and spin   51.1 kcal per mole
E_LUMO   -0.452 Ha
Charge   +4

In the Löwdin picture, each atom carries the following charge in e: number 1, W, carries 2.009; number 2, C, carries 0.046; number 3, C, carries -0.300; number 4, O, carries -0.176; number 5, C, carries 0.058; number 6, C, carries -0.225; number 7, C, carries 0.029; number 8, N, carries -0.111; number 9, N, carries 0.067; number 10, C, carries -0.382; number 11, O, carries -0.050; number 12, C, carries -0.179; number 13, C, carries 0.018; number 14, C, carries -0.010; number 15, C, carries 0.021; number 16, C, carries -0.016; number 17, C, carries 0.017; number 18, H, carries 0.108; number 19, H, carries 0.130; number 20, H, carries 0.126; number 21, H, carries 0.155; number 22, H, carries 0.129; number 23, H, carries 0.130; number 24, H, carries 0.103; number 25, H, carries 0.126; number 26, H, carries 0.130; number 27, H, carries 0.135; number 28, H, carries 0.129; number 29, H, carries 0.132; number 30, C, carries -0.034; number 31, C, carries -0.152; number 32, N, carries 0.006; number 33, C, carries 0.088; number 34, C, carries -0.004; number 35, C, carries -0.491; number 36, O, carries 0.199; number 37, O, carries -0.105; number 38, C, carries -0.190; number 39, O, carries -0.171; number 40, C, carries -0.040; number 41, C, carries 0.097; number 42, C, carries -0.172; number 43, F, carries 0.103; number 44, C, carries -0.101; number 45, C, carries 0.082; number 46, C, carries -0.086; number 47, N, carries -0.055; number 48, C, carries -0.104; number 49, C, carries -0.054; number 50, N, carries 0.086; number 51, C, carries -0.078; number 52, C, carries -0.096; number 53, H, carries 0.100; number 54, H, carries 0.090; number 55, H, carries 0.073; number 56, H, carries 0.142; number 57, H, carries 0.130; number 58, H, carries 0.176; number 59, H, carries 0.134; number 60, H, carries 0.100; number 61, H, carries 0.148; number 62, H, carries 0.137; number 63, H, carries 0.152; number 64, H, carries 0.142; number 65, H, carries 0.203; number 66, H, carries 0.198; number 67, H, carries 0.149; number 68, H, carries 0.157; number 69, H, carries 0.150; number 70, H, carries 0.139; number 71, F, carries 0.206; number 72, C, carries -0.600; number 73, F, carries 0.205; number 74, F, carries 0.135; number 75, C, carries -0.050; number 76, C, carries 0.056; number 77, C, carries -0.095; number 78, N, carries -0.068; number 79, C, carries -0.035; number 80, C, carries 0.074; number 81, H, carries 0.150; number 82, H, carries 0.136; number 83, H, carries 0.143; number 84, H, carries 0.148

# 3
DFT (ωB97M-V with the def2-TZVPD basis set) results for a molecular structure, C25H45N3O4PSSbTi.

Geometry as XYZ:
```
81
Properties=species:S:1:pos:R:3:forces:R:3
Ti 0.374 -0.523 -0.188 -0.276 0.562 0.133
C 1.287 0.176 4.478 -0.041 -0.094 0.060
O 1.638 1.148 3.455 -0.060 -0.053 -0.036
C 1.330 0.863 2.227 0.122 -0.294 0.292
O 0.740 -0.175 1.866 0.058 0.537 -0.067
N 1.774 1.774 1.340 0.068 0.110 -0.017
N 1.192 1.702 0.073 -0.104 0.011 -0.158
H 1.620 0.617 5.410 0.002 0.011 -0.022
H 1.804 -0.761 4.286 0.006 0.025 -0.010
H 0.211 0.019 4.484 0.018 0.032 -0.011
H 2.147 2.650 1.677 -0.013 0.066 0.074
H 1.902 1.827 -0.641 0.068 0.023 -0.048
H 0.492 2.432 -0.031 -0.073 -0.013 -0.017
S -1.992 -4.357 -0.758 -0.016 0.014 -0.159
C -2.990 -3.147 -1.429 0.089 -0.066 0.100
C -2.450 -1.903 -1.301 -0.021 -0.125 -0.115
C -1.180 -1.883 -0.639 0.182 -0.380 -0.221
C -0.816 -3.189 -0.341 -0.082 0.247 0.123
C 0.437 -3.501 0.317 -0.032 0.016 0.023
C 0.861 -4.775 0.678 -0.048 -0.053 -0.010
C 2.038 -4.920 1.380 -0.006 -0.027 0.003
C 2.759 -3.784 1.733 0.001 0.072 -0.014
C 2.285 -2.556 1.328 0.006 -0.117 0.008
N 1.169 -2.410 0.599 0.060 -0.134 -0.009
H -3.934 -3.410 -1.877 -0.022 -0.011 0.005
H -2.985 -1.049 -1.677 0.011 -0.033 0.049
H 0.256 -5.634 0.420 0.010 -0.008 0.004
H 2.385 -5.903 1.671 -0.003 -0.008 0.002
H 3.666 -3.850 2.316 0.010 0.006 -0.002
H 2.801 -1.648 1.600 0.037 0.004 0.000
C -3.458 3.375 0.792 -0.032 -0.011 0.002
C -2.034 2.818 0.699 0.081 -0.084 -0.027
C -1.276 3.107 2.003 -0.085 -0.031 -0.040
P -1.981 1.057 0.045 -0.025 -0.021 -0.035
C -3.233 0.078 1.033 0.113 -0.029 -0.060
C -4.727 0.244 0.763 0.019 -0.053 -0.003
C -2.923 0.223 2.528 -0.006 -0.037 -0.071
C -2.412 1.297 -1.774 0.098 0.018 0.045
C -1.640 2.490 -2.353 -0.058 -0.041 0.020
C -3.871 1.366 -2.221 0.010 -0.017 -0.074
H -3.408 4.461 0.883 -0.002 0.004 0.010
H -3.975 2.999 1.673 -0.006 -0.021 0.012
H -4.059 3.143 -0.083 -0.014 0.030 0.026
H -1.532 3.394 -0.082 0.008 -0.033 -0.035
H -1.418 2.357 2.777 -0.042 -0.050 0.024
H -1.626 4.058 2.408 0.026 -0.002 0.006
H -0.211 3.225 1.838 0.201 0.006 0.025
H -2.975 -0.949 0.775 -0.030 0.052 0.006
H -5.092 1.247 0.965 -0.013 0.061 -0.008
H -5.265 -0.437 1.424 -0.005 0.005 0.015
H -4.996 -0.021 -0.256 -0.028 -0.012 0.109
H -3.248 1.182 2.927 0.020 0.026 0.006
H -1.858 0.086 2.732 -0.008 0.026 0.053
H -3.465 -0.553 3.070 -0.001 0.002 0.009
H -1.967 0.415 -2.235 0.010 0.082 0.007
H -2.115 3.442 -2.114 -0.002 0.002 0.011
H -1.623 2.398 -3.439 -0.018 0.020 -0.008
H -0.600 2.520 -2.026 0.063 0.016 0.011
H -4.402 2.220 -1.805 -0.019 -0.038 0.002
H -4.431 0.465 -1.983 0.010 0.053 -0.065
H -3.885 1.474 -3.307 -0.014 0.024 -0.007
C 4.326 1.689 -1.561 -0.024 -0.042 0.021
Sb 3.840 -0.213 -0.693 -0.056 -0.038 -0.038
C 4.724 -1.507 -2.136 -0.050 0.025 0.027
C 5.331 -0.234 0.836 -0.033 0.004 -0.021
H 5.354 1.689 -1.917 0.012 -0.038 0.009
H 4.229 2.479 -0.815 -0.001 0.004 -0.005
H 3.670 1.906 -2.404 0.003 0.008 -0.004
H 5.808 -1.425 -2.103 0.009 0.029 0.023
H 4.375 -1.225 -3.129 -0.005 -0.007 -0.005
H 4.427 -2.534 -1.938 0.010 -0.007 -0.003
H 6.322 -0.275 0.389 -0.004 0.012 -0.039
H 5.207 -1.094 1.491 0.001 -0.019 -0.002
H 5.246 0.678 1.426 -0.005 -0.005 0.022
C 1.313 -1.173 -4.357 -0.003 0.083 -0.113
O 1.368 -1.741 -3.013 -0.017 -0.025 0.032
C 0.934 -1.025 -2.044 -0.049 -0.071 -0.015
O 0.494 0.148 -2.123 0.007 -0.127 0.087
H 1.690 -1.949 -5.012 -0.004 -0.009 0.028
H 1.940 -0.285 -4.407 0.002 -0.019 0.035
H 0.285 -0.921 -4.604 0.002 -0.029 0.032
```
Forces are in eV/Å.

Computed properties:
Energy above the lowest of the compared OMol25 structures with the same formula, charge and spin   21.7 kcal per mole
E_LUMO   -0.225 Ha
Charge   +2

In the Löwdin picture, each atom carries the following charge in e: number 1, Ti, carries 0.943; number 2, C, carries 0.040; number 3, O, carries 0.039; number 4, C, carries -0.563; number 5, O, carries -0.051; number 6, N, carries 0.052; number 7, N, carries 0.007; number 8, H, carries 0.112; number 9, H, carries 0.103; number 10, H, carries 0.101; number 11, H, carries 0.180; number 12, H, carries 0.052; number 13, H, carries 0.080; number 14, S, carries 1.124; number 15, C, carries -0.355; number 16, C, carries -0.214; number 17, C, carries -0.249; number 18, C, carries -0.505; number 19, C, carries -0.260; number 20, C, carries 0.013; number 21, C, carries -0.009; number 22, C, carries -0.021; number 23, C, carries -0.149; number 24, N, carries 0.007; number 25, H, carries 0.086; number 26, H, carries 0.069; number 27, H, carries 0.116; number 28, H, carries 0.129; number 29, H, carries 0.120; number 30, H, carries 0.062; number 31, C, carries -0.084; number 32, C, carries -0.510; number 33, C, carries -0.086; number 34, P, carries 1.122; number 35, C, carries -0.510; number 36, C, carries -0.075; number 37, C, carries -0.099; number 38, C, carries -0.525; number 39, C, carries -0.108; number 40, C, carries -0.086; number 41, H, carries 0.097; number 42, H, carries 0.078; number 43, H, carries 0.058; number 44, H, carries 0.077; number 45, H, carries 0.061; number 46, H, carries 0.097; number 47, H, carries 0.051; number 48, H, carries 0.069; number 49, H, carries 0.070; number 50, H, carries 0.095; number 51, H, carries 0.056; number 52, H, carries 0.075; number 53, H, carries 0.053; number 54, H, carries 0.095; number 55, H, carries 0.060; number 56, H, carries 0.088; number 57, H, carries 0.097; number 58, H, carries 0.052; number 59, H, carries 0.075; number 60, H, carries 0.054; number 61, H, carries 0.096; number 62, C, carries -0.300; number 63, Sb, carries 1.371; number 64, C, carries -0.284; number 65, C, carries -0.292; number 66, H, carries 0.024; number 67, H, carries 0.008; number 68, H, carries 0.010; number 69, H, carries 0.021; number 70, H, carries 0.006; number 71, H, carries 0.013; number 72, H, carries 0.022; number 73, H, carries -0.001; number 74, H, carries 0.011; number 75, C, carries 0.027; number 76, O, carries -0.014; number 77, C, carries -0.512; number 78, O, carries -0.083; number 79, H, carries 0.109; number 80, H, carries 0.101; number 81, H, carries 0.107